No. 1
DFT (ωB97M-V/def2-TZVPD) results for a 9-piece molecular cluster, C36H45N9 overall at a distorted geometry.

The calculation puts the energy relative to the best compared isomer or geometry (same formula, charge and spin) at 3.0 kcal/mol. The LUMO energy (alpha / beta) comes out at 0.090 / 0.089 Eh.

```
! wB97M-V def2-TZVPD RIJCOSX def2/J DEFGRID3
* xyz -1 2
N 2.81862 4.10694 3.48813
C 2.47102 4.73639 4.57109
C 1.36033 4.11713 5.17994
C 1.03982 3.07923 4.21792
C 2.05682 3.02752 3.26950
H 3.58305 4.36125 2.87897
H 3.00478 5.58079 4.98155
H 0.85285 4.49018 6.05727
H 0.18341 2.42303 4.16940
H 2.20130 2.35314 2.43839
N -3.92707 2.62742 -5.05810
C -3.47881 3.52550 -4.16093
C -2.75964 2.84952 -3.11010
C -2.97164 1.51037 -3.38884
C -3.69789 1.36559 -4.58603
H -4.18821 2.86195 -6.00515
H -3.47051 4.58322 -4.37898
H -2.30743 3.41092 -2.30590
H -2.67587 0.73785 -2.69448
H -4.01214 0.46683 -5.09581
N 0.04100 0.82986 -1.26370
C -0.50405 -0.36926 -1.31662
C -0.37130 -0.93677 -0.10021
C 0.51590 -0.18195 0.60546
C 0.76946 0.93986 -0.12602
H 0.16386 1.30749 -2.14511
H -1.01693 -0.71333 -2.20261
H -0.75295 -1.90845 0.17651
H 0.99848 -0.47796 1.52519
H 1.51216 1.71744 -0.02524
N -0.05986 -1.47944 5.37725
C -0.88369 -0.36282 5.44183
C -1.61273 -0.18220 4.26526
C -1.22403 -1.27381 3.46691
C -0.31960 -2.04703 4.16286
H 0.44350 -1.84363 6.17355
H -0.89142 0.24298 6.33589
H -2.34876 0.55856 3.98969
H -1.46698 -1.60134 2.46686
H 0.14698 -2.97281 3.86013
N -4.07099 -4.61236 0.43281
C -4.84129 -4.78530 1.57506
C -5.05298 -3.54668 1.97723
C -4.30719 -2.59305 1.27676
C -3.65029 -3.35369 0.32402
H -3.75146 -5.33862 -0.19212
H -5.17856 -5.75130 1.92074
H -5.61256 -3.42396 2.89277
H -4.34829 -1.51449 1.31434
H -3.07047 -3.10116 -0.55145
N -2.98911 -2.34705 -4.55022
C -4.06091 -2.08130 -3.66643
C -5.14996 -2.85278 -4.07516
C -4.62971 -3.65184 -5.16509
C -3.25890 -3.39159 -5.39907
H -2.12476 -1.82862 -4.61527
H -3.90347 -1.39513 -2.84742
H -6.15224 -3.01600 -3.70749
H -5.28167 -4.27780 -5.75629
H -2.54095 -3.70387 -6.14300
N 5.54684 2.52375 1.93831
C 6.48575 3.27485 2.63337
C 6.40673 4.51670 2.24851
C 5.42645 4.62324 1.29799
C 4.88577 3.37764 1.13967
H 5.32626 1.55798 2.13509
H 7.23563 2.88433 3.30536
H 7.02857 5.29317 2.66899
H 5.10205 5.57929 0.91440
H 4.01570 3.02733 0.60425
N 0.00487 -2.68103 -6.11897
C 0.35725 -2.50270 -4.80555
C 0.20055 -1.17174 -4.46515
C -0.47533 -0.62653 -5.53593
C -0.64661 -1.51882 -6.55579
H -0.01152 -3.59819 -6.54164
H 0.95134 -3.27061 -4.33250
H 0.56783 -0.53567 -3.67336
H -0.79884 0.40388 -5.53457
H -1.09741 -1.52566 -7.53719
N 3.68236 -0.38504 3.14127
C 4.29643 -0.88828 2.02920
C 5.72146 -0.72219 2.24938
C 5.88510 -0.20962 3.55010
C 4.58082 0.14407 4.01109
H 2.69008 -0.53104 3.26029
H 3.73909 -1.23440 1.17132
H 6.52212 -0.98916 1.57553
H 6.84233 -0.17626 4.04909
H 4.28248 0.46744 4.99741
*
```

No. 2
DFT (ωB97M-V/def2-TZVPD) results for C4H15N3O as an isolated structure at a distorted geometry.

The calculation puts the energy relative to the best compared isomer or geometry (same formula, charge and spin) at 286.0 kcal/mol. The LUMO energy comes out at -0.121 Eh.

```
! wB97M-V def2-TZVPD RIJCOSX def2/J DEFGRID3
* xyz 0 1
C -0.94537 -0.17454 -1.02661
N -1.70961 0.67849 -0.14846
C -0.57106 2.04147 0.24722
C 0.25898 1.60299 1.52252
N 1.68048 1.22846 1.39267
C -1.34717 -1.61951 -0.92147
N -0.36648 -2.37475 -1.70893
H -0.76128 0.10322 -2.10202
H 0.08458 -0.17507 -0.62325
H -1.35271 1.70686 -0.64631
H 0.29174 2.26182 -0.38200
H -0.81121 3.05282 0.57832
H -0.21811 0.64429 1.85685
H 0.16698 2.37779 2.27519
H 2.12485 1.40807 2.29079
H 2.23821 0.46200 -0.59389
H -1.33962 -1.82765 0.13579
H -2.36125 -1.86548 -1.30272
H 0.47655 -2.28611 -1.11024
H -0.50109 -3.37517 -1.56625
H 1.80639 0.19898 1.19743
H 2.17082 -0.33690 -0.19542
O 2.03001 -1.19530 0.51210
*
```

No. 3
DFT (ωB97M-V/def2-TZVPD) results for a single C3H5P molecule at a distorted geometry.

The calculation puts the energy relative to the best compared isomer or geometry (same formula, charge and spin) at 16.6 kcal/mol. The LUMO energy comes out at 0.007 Eh.

```
! wB97M-V def2-TZVPD RIJCOSX def2/J DEFGRID3
* xyz 0 1
C 0.35033 0.23494 0.10320
C 0.96850 -1.19268 0.10988
C -1.00765 0.91240 -0.09302
P 2.07939 0.28518 -0.11671
H 1.11602 -1.71552 1.03643
H 0.57582 -1.94553 -0.65187
H -1.77452 0.34587 0.28144
H -1.25009 1.11511 -1.14243
H -1.05780 1.96022 0.47310
*
```

No. 4
DFT (ωB97M-V/def2-TZVPD) results for a single CH2N2O4 molecule at a distorted geometry.

The calculation puts the energy relative to the best compared isomer or geometry (same formula, charge and spin) at 53.2 kcal/mol. The LUMO energy (alpha / beta) comes out at 0.020 / -0.150 Eh.

```
! wB97M-V def2-TZVPD RIJCOSX def2/J DEFGRID3
* xyz 0 3
C -0.40782 0.52771 -0.01866
N -1.65116 -0.09001 -0.08811
N 1.75499 -0.47084 0.09690
O -0.21790 1.55789 0.53767
O 0.65692 -0.09061 -0.74504
O 2.67870 -1.01604 -0.40725
O 1.57421 -0.24529 1.24216
H -2.50719 0.49544 0.32081
H -1.88076 -0.66826 -0.93849
*
```

No. 5
DFT (ωB97M-V/def2-TZVPD) results for a single C5H3P molecule at a distorted geometry.

The calculation puts the energy relative to the best compared isomer or geometry (same formula, charge and spin) at 0.0 kcal/mol. The LUMO energy (alpha / beta) comes out at 0.002 / -0.090 Eh.

```
! wB97M-V def2-TZVPD RIJCOSX def2/J DEFGRID3
* xyz 0 3
C 0.13709 1.92613 -1.41096
C 1.12651 1.55515 -0.44616
C 1.09310 0.34773 0.23406
C 1.28510 2.74651 -1.13274
C 0.09158 -0.46917 -0.18039
P -0.76131 0.41440 -1.60244
H 1.83110 0.06970 1.08964
H -0.16883 -1.43617 0.05237
H -1.90172 0.88681 -0.73964
*
```

No. 6
DFT (ωB97M-V/def2-TZVPD) results for a 2-piece molecular cluster, C4H6N2O overall at a distorted geometry.

The calculation puts the energy relative to the best compared isomer or geometry (same formula, charge and spin) at 90.0 kcal/mol. The LUMO energy comes out at 0.021 Eh.

```
! wB97M-V def2-TZVPD RIJCOSX def2/J DEFGRID3
* xyz 0 1
C 2.21205 -0.36421 0.50284
C -2.69789 -0.05623 0.17154
C -3.05694 -1.19334 -0.31880
C 1.53388 0.78332 0.58549
N 3.08369 -1.24505 0.49282
N 1.00360 1.51961 -0.52710
O -2.49958 0.89511 0.80158
H -3.99277 -1.61628 -0.08002
H 4.00593 -1.01103 0.18972
H -2.72590 -1.59472 -1.30134
H 1.42620 1.21210 1.53949
H 0.04875 1.31481 -0.78453
H 1.65897 1.35591 -1.27168
*
```

no.,electronic energy (Ha)
1,-1891.3727
2,-400.4624
3,-458.5551
4,-449.4829
5,-533.3781
6,-340.6515